No. 1
DFT (the ωB97M-V functional and the def2-TZVPD basis) results for one molecule with the formula C2H5NOS in a non-equilibrium geometry.

The calculated total energy comes out at -607.2418 a.u. Its SMILES is CCn1os1. For the highest occupied orbital energy, the calculation gives -9.120 eV. The value obtained for the relative energy (zero: lowest compared OMol25 entry of this formula, charge and spin) is 4.4902 eV.

The geometry in XYZ format:
```
10
Properties=species:S:1:pos:R:3:mulliken_charge:R:1
C -0.06 0.12 -1.22 -1.262
C -0.25 -0.55 0.12 -0.240
N 0.85 -0.14 1.07 -0.036
O 0.30 0.03 2.32 -0.245
S 0.73 1.47 1.61 0.061
H 0.93 0.03 -1.50 0.375
H -0.28 1.12 -1.08 0.378
H -0.69 -0.31 -1.95 0.358
H -0.23 -1.61 0.05 0.355
H -1.31 -0.17 0.58 0.256
```

***

No. 2
DFT (the ωB97M-V functional and the def2-TZVPD basis) results for one molecule with the formula C2H5NOS in a non-equilibrium geometry.

The calculated total energy comes out at -607.2173 a.u. Its SMILES is CCn1os1. For the highest occupied orbital energy, the calculation gives -8.789 eV. The value obtained for the relative energy (zero: lowest compared OMol25 entry of this formula, charge and spin) is 5.1582 eV.

The geometry in XYZ format:
```
10
Properties=species:S:1:pos:R:3:mulliken_charge:R:1
C 0.20 0.02 -0.65 -0.894
C -0.21 -0.03 0.78 -0.191
N -1.49 0.94 1.16 -0.046
O -1.85 0.90 2.52 -0.282
S -3.03 0.36 1.37 0.037
H -0.01 1.03 -1.09 0.309
H -0.32 -0.72 -1.35 0.265
H 1.32 0.01 -0.68 0.278
H 0.37 0.52 1.58 0.243
H -0.53 -1.09 1.20 0.283
```

***

No. 3
DFT (the ωB97M-V functional and the def2-TZVPD basis) results for C2H5NOSn as an isolated structure in a non-equilibrium geometry.

The calculated total energy comes out at -422.6477 a.u. For the highest occupied orbital energy, the calculation gives -18.312 eV. The value obtained for the relative energy (zero: lowest compared OMol25 entry of this formula, charge and spin) is 3.5194 eV. Its charge is +2.

The geometry in XYZ format:
```
10
Properties=species:S:1:pos:R:3:mulliken_charge:R:1
Sn 2.86 -0.11 -0.47 1.510
O -1.83 0.25 1.04 -0.446
C -0.91 0.10 0.24 0.665
N -0.84 0.76 -0.87 -0.333
C 0.40 -0.64 0.60 -0.785
H -1.56 1.46 -0.97 0.265
H -0.25 0.64 -1.69 0.167
H 0.63 -0.38 1.63 0.484
H 1.19 -0.36 -0.09 -0.044
H 0.32 -1.73 0.59 0.517
```

***

No. 4
DFT (the ωB97M-V functional and the def2-TZVPD basis) results for one molecule with the formula C2H5NP2 in a non-equilibrium geometry.

The calculated total energy comes out at -816.5728 a.u. Its SMILES is N#CC(P)P. For the highest occupied orbital energy, the calculation gives -9.604 eV. The value obtained for the relative energy (zero: lowest compared OMol25 entry of this formula, charge and spin) is 1.5079 eV.

The geometry in XYZ format:
```
10
Properties=species:S:1:pos:R:3:mulliken_charge:R:1
N 2.58 0.51 -0.38 -0.378
C 1.47 0.30 -0.57 0.081
C 0.08 -0.04 -0.66 -0.264
P -0.12 -1.83 0.03 -0.023
P -1.06 1.23 0.19 0.049
H -0.11 0.02 -1.97 0.316
H 0.20 -1.35 1.36 0.071
H -1.56 -1.54 0.11 0.078
H -1.27 0.48 1.23 0.008
H -0.20 2.23 0.66 0.061
```

***

No. 5
DFT (the ωB97M-V functional and the def2-TZVPD basis) results for C2H5NS as an isolated structure in a non-equilibrium geometry.

The calculated total energy comes out at -532.0296 a.u. For the highest occupied orbital energy, the calculation gives -8.276 eV. The value obtained for the relative energy (zero: lowest compared OMol25 entry of this formula, charge and spin) is 3.0736 eV.

The geometry in XYZ format:
```
9
Properties=species:S:1:pos:R:3:mulliken_charge:R:1
C -0.90 -0.89 0.01 -0.661
C 1.06 0.65 -0.18 -0.147
H -2.05 -0.86 -0.19 0.226
H -0.41 -0.90 0.97 0.425
H -0.50 -1.41 -0.90 0.212
H -0.66 1.57 0.46 0.353
H 1.41 1.84 -0.05 0.197
N -0.29 0.46 -0.10 -0.323
S 2.34 -0.45 -0.01 -0.282
```

***

No. 6
DFT (the ωB97M-V functional and the def2-TZVPD basis) results for one molecule with the formula C2H5NS in a non-equilibrium geometry.

The calculated total energy comes out at -531.9400 a.u. The spin multiplicity is 3. For the highest occupied orbital energy (alpha / beta), the calculation gives -5.054 / -9.474 eV. The value obtained for the relative energy (zero: lowest compared OMol25 entry of this formula, charge and spin) is 1.8963 eV.

The geometry in XYZ format:
```
9
Properties=species:S:1:pos:R:3:mulliken_spin:R:1
C 2.19 0.49 -0.45 0.156
C -1.59 0.08 -0.39 -0.043
N 1.01 0.09 -0.55 0.315
S -0.24 0.86 0.59 1.472
H 2.80 -0.07 -1.08 0.029
H 2.71 1.35 0.01 -0.007
H -1.98 -0.55 0.37 0.035
H -0.93 -0.36 -1.11 0.005
H -2.37 0.72 -0.82 0.037
```

***

No. 7
DFT (the ωB97M-V functional and the def2-TZVPD basis) results for one molecule with the formula C2H5NS2 in a non-equilibrium geometry.

The calculated total energy comes out at -930.2300 a.u. Its SMILES is CS/C=N/S. For the highest occupied orbital energy, the calculation gives -8.496 eV. The value obtained for the relative energy (zero: lowest compared OMol25 entry of this formula, charge and spin) is 2.9775 eV.

The geometry in XYZ format:
```
10
Properties=species:S:1:pos:R:3:mulliken_charge:R:1
C 2.89 0.80 0.10 -0.981
S 1.63 -0.72 -0.03 -0.037
C 0.16 0.27 -0.20 0.148
N -1.02 -0.29 0.22 -0.403
S -2.75 0.23 -0.01 -0.126
H 2.67 1.39 1.02 0.307
H 2.83 1.20 -0.89 0.357
H 3.89 0.41 0.05 0.345
H 0.58 1.40 -0.35 0.240
H -3.24 -0.98 -0.09 0.149
```

***

No. 8
DFT (the ωB97M-V functional and the def2-TZVPD basis) results for C2H5NS2 as an isolated structure in a non-equilibrium geometry.

The calculated total energy comes out at -930.2105 a.u. For the highest occupied orbital energy, the calculation gives -8.469 eV. The value obtained for the relative energy (zero: lowest compared OMol25 entry of this formula, charge and spin) is 3.5100 eV.

The geometry in XYZ format:
```
10
Properties=species:S:1:pos:R:3:mulliken_charge:R:1
C -0.71 -0.53 -0.12 0.331
C -0.16 0.44 0.95 -0.581
H -0.69 -1.28 -1.96 0.242
H 0.72 0.03 -1.54 0.240
H -0.98 1.06 1.43 0.260
H 0.08 -0.36 1.74 0.311
H 2.50 1.37 -0.11 0.127
N -0.13 -0.69 -1.42 -0.420
S -1.50 -2.00 0.51 -0.324
S 0.88 1.95 0.51 -0.186
```

***

No. 9
DFT (the ωB97M-V functional and the def2-TZVPD basis) results for a 2-piece molecular cluster, C2H5NS3 overall.

The calculated total energy comes out at -1328.4479 a.u. Its SMILES is C=NS.S=CS. For the highest occupied orbital energy, the calculation gives -8.974 eV. The value obtained for the relative energy (zero: lowest compared OMol25 entry of this formula, charge and spin) is 1.3519 eV.

The geometry in XYZ format:
```
11
Properties=species:S:1:pos:R:3:mulliken_charge:R:1
C -0.92 -0.65 0.58 0.356
N -1.56 -0.17 -0.41 -0.274
S -3.23 0.11 -0.17 -0.141
H 0.15 -0.83 0.45 -0.371
H -1.36 -0.89 1.55 0.244
H -3.45 0.58 -1.41 0.153
S 2.13 -1.34 -0.41 -0.258
C 2.51 0.14 0.12 -0.097
S 1.66 1.63 -0.15 -0.098
H 3.40 0.32 0.73 0.309
H 0.67 1.10 -0.89 0.176
```

***

No. 10
DFT (the ωB97M-V functional and the def2-TZVPD basis) results for a 2-piece molecular cluster, C2H5NSi overall in a non-equilibrium geometry.

The calculated total energy comes out at -423.3288 a.u. For the highest occupied orbital energy, the calculation gives -9.234 eV. The value obtained for the relative energy (zero: lowest compared OMol25 entry of this formula, charge and spin) is 2.4418 eV.

The geometry in XYZ format:
```
9
Properties=species:S:1:pos:R:3:mulliken_charge:R:1
C -3.01 -0.97 1.27 0.150
C -1.65 -0.78 0.89 -0.473
N -4.12 -1.04 1.56 -0.363
Si -1.55 0.89 -0.14 0.132
H -1.03 -0.78 1.79 0.309
H -1.34 -1.63 0.26 0.287
H 2.28 0.47 -1.54 0.153
H 1.53 0.45 -1.70 -0.153
H -0.70 1.63 0.84 -0.042
```

***

Repeat the third record exactly.
DFT (the ωB97M-V functional and the def2-TZVPD basis) results for C2H5NOSn as an isolated structure in a non-equilibrium geometry.

The calculated total energy comes out at -422.6477 a.u. For the highest occupied orbital energy, the calculation gives -18.312 eV. The value obtained for the relative energy (zero: lowest compared OMol25 entry of this formula, charge and spin) is 3.5194 eV. Its charge is +2.

The geometry in XYZ format:
```
10
Properties=species:S:1:pos:R:3:mulliken_charge:R:1
Sn 2.86 -0.11 -0.47 1.510
O -1.83 0.25 1.04 -0.446
C -0.91 0.10 0.24 0.665
N -0.84 0.76 -0.87 -0.333
C 0.40 -0.64 0.60 -0.785
H -1.56 1.46 -0.97 0.265
H -0.25 0.64 -1.69 0.167
H 0.63 -0.38 1.63 0.484
H 1.19 -0.36 -0.09 -0.044
H 0.32 -1.73 0.59 0.517
```